(1)
93
Properties=species:S:1:pos:R:3:mulliken_spin:R:1 method="wB97M-V/def2-TZVPD" e_lumo_ev="-6.16 / -6.68" spin_multiplicity=2 orbital_gap_ev="6.1 / 5.6" charge=+2 total_energy_ha=-4832.03297
Ir -0.5554 -1.8252 -1.5678 0.44
O -0.4387 -3.9699 0.7311 0.00
C 0.4881 -4.0535 -0.0596 -0.01
O 0.7953 -3.2381 -1.0112 0.00
C 1.4562 -5.2227 0.0447 0.01
N 0.9015 -6.1373 1.1242 0.00
C 1.9621 -6.3250 2.1873 0.00
C 3.2550 -5.9593 1.4768 0.00
C 2.8455 -4.8116 0.5535 0.00
H 1.5019 -5.7578 -0.9004 0.00
H 0.5798 -7.0252 0.7470 0.00
H 0.0804 -5.6046 1.4626 0.00
H 1.9258 -7.3448 2.5592 0.00
H 1.7294 -5.6409 3.0004 0.00
H 3.6157 -6.8085 0.8931 0.00
H 4.0340 -5.6791 2.1817 0.00
H 3.5376 -4.6621 -0.2710 0.00
H 2.7715 -3.8753 1.1101 0.00
C -2.2859 0.0920 -4.5218 0.00
C -1.1193 0.6894 -3.7557 -0.01
N 0.1912 0.4175 -4.3647 0.01
C 0.4280 1.0948 -5.6636 0.00
C 0.1836 0.2079 -6.8768 0.00
C 1.1076 -0.3584 -3.8235 0.00
C 2.4764 -0.3996 -4.4477 0.00
N 0.9368 -1.0984 -2.7234 0.00
H -3.2028 0.2310 -3.9477 0.00
H -2.1441 -0.9764 -4.6884 0.00
H -2.4276 0.5777 -5.4866 0.00
H -1.1015 0.3166 -2.7367 0.01
H -1.2192 1.7741 -3.6891 0.00
H 1.4379 1.4976 -5.6751 0.00
H -0.2465 1.9489 -5.6821 0.00
H 0.7711 -0.7098 -6.8410 0.00
H 0.4648 0.7493 -7.7800 0.00
H -0.8641 -0.0728 -6.9659 0.00
H 2.9441 0.5826 -4.3729 0.00
H 2.4325 -0.6718 -5.4995 0.00
H 3.1063 -1.1213 -3.9356 0.00
H 1.8005 -1.5692 -2.4833 0.00
S -2.3349 -2.6763 -2.1332 0.49
C -1.4379 1.0577 -0.2183 -0.02
C -1.8043 2.0444 0.8926 0.00
As -0.3520 2.4935 2.1579 0.00
C -1.3083 3.8693 3.1540 0.00
C -2.6937 3.9708 3.2150 0.00
C -3.2916 4.9925 3.9475 0.00
C -2.5092 5.9118 4.6259 0.00
C -1.1248 5.8077 4.5787 0.00
C -0.5287 4.7890 3.8524 0.00
C 0.6611 3.6492 0.9643 0.00
C 2.0409 3.4772 0.9037 0.00
C 2.8221 4.3105 0.1081 0.00
C 2.2248 5.3204 -0.6292 0.00
C 0.8468 5.5057 -0.5678 0.00
C 0.0709 4.6765 0.2272 0.00
P -1.0386 -0.6381 0.2736 0.06
C 0.5769 -0.6720 1.0564 0.07
C 0.8608 -1.5037 2.1397 0.02
C 2.1526 -1.5605 2.6383 0.00
C 3.1728 -0.8323 2.0361 0.01
C 2.9022 -0.0343 0.9332 -0.01
C 1.6079 0.0466 0.4433 -0.06
C -2.2935 -1.1575 1.4489 0.01
C -3.3924 -1.9306 1.0898 -0.04
C -4.3660 -2.2328 2.0304 0.00
C -4.2415 -1.7756 3.3336 0.00
C -3.1468 -1.0040 3.6995 0.00
C -2.1736 -0.6906 2.7645 0.00
H -0.6067 1.4292 -0.8260 0.01
H -2.2914 0.9478 -0.8970 0.01
H -2.6503 1.6747 1.4695 0.00
H -2.1276 2.9627 0.4025 0.00
H -3.3303 3.2624 2.7009 0.00
H -4.3709 5.0684 3.9818 0.00
H -2.9748 6.7036 5.1982 0.00
H -0.5088 6.5217 5.1103 0.00
H 0.5532 4.7162 3.8270 0.00
H 2.5111 2.6992 1.4956 0.00
H 3.8967 4.1789 0.0770 0.00
H 2.8314 5.9768 -1.2399 0.00
H 0.3827 6.3088 -1.1264 0.00
H -0.9962 4.8564 0.2958 0.00
H 0.0751 -2.0863 2.5996 0.00
H 2.3643 -2.1658 3.5115 0.00
H 4.1801 -0.8854 2.4290 0.00
H 3.6935 0.5365 0.4649 0.00
H 1.4040 0.6889 -0.4054 -0.01
H -3.4939 -2.3004 0.0808 0.01
H -5.2220 -2.8289 1.7431 0.00
H -4.9991 -2.0189 4.0671 0.00
H -3.0479 -0.6425 4.7147 0.00
H -1.3297 -0.0791 3.0587 0.00

(2)
103
Properties=species:S:1:pos:R:3:mulliken_spin:R:1 method="wB97M-V/def2-TZVPD" e_lumo_ev="1.40 / 1.28" spin_multiplicity=5 orbital_gap_ev="7.0 / 6.8" charge=-1 total_energy_ha=-5220.80408
Cr 1.0129 -1.1415 -1.2678 4.13
O 1.8179 -0.7559 -3.8164 0.03
C 1.3208 -1.6964 -3.2281 -0.23
C 1.4865 -3.0773 -3.7640 -0.07
C 1.1924 -3.4666 -5.0872 -0.01
C 1.4800 -4.7748 -5.4888 0.00
C 2.0003 -5.6901 -4.5719 0.00
C 2.2685 -5.3059 -3.2700 0.00
C 1.9950 -4.0187 -2.8405 -0.02
P 2.2170 -3.3973 -1.1861 0.10
C 4.0169 -3.4412 -0.9371 -0.05
C 4.7734 -4.4626 -0.3251 0.00
C 6.1250 -4.3401 -0.1400 0.00
C 6.7999 -3.2007 -0.5308 0.00
C 6.1027 -2.1537 -1.1190 0.01
C 4.7125 -2.2883 -1.2484 0.04
C 1.6267 -4.7111 -0.0962 -0.02
C 2.1488 -4.8604 1.1868 0.00
C 1.6931 -5.8521 2.0287 0.00
C 0.6401 -6.6426 1.6602 0.00
C 0.0588 -6.4611 0.4122 0.00
C 0.5426 -5.5052 -0.4741 -0.01
H 0.7193 -2.7751 -5.7830 0.00
H 1.1987 -5.1640 -6.4612 0.00
H 2.1905 -6.7475 -4.8808 0.00
H 2.5609 -6.0356 -2.5461 0.00
H 4.2940 -5.3766 -0.0610 0.00
H 6.6486 -5.1200 0.3902 0.00
H 7.8606 -3.0694 -0.4873 0.00
H 6.5804 -1.2527 -1.4339 0.00
H 4.1351 -1.3921 -1.5878 0.01
H 2.9760 -4.2814 1.5123 0.00
H 2.1999 -6.0445 2.9606 0.00
H 0.2444 -7.3963 2.3565 0.00
H -0.7598 -7.1164 0.0969 0.00
H 0.0666 -5.4254 -1.4220 -0.01
C -0.1252 -0.5066 4.8882 0.00
Si -1.4858 0.5648 4.1586 0.00
C -2.2620 1.6886 5.5431 0.00
C -2.9143 -0.6358 3.6007 0.00
Sb -0.5119 1.6766 2.1030 0.02
Si 1.4839 3.1981 2.3930 0.00
C 1.3249 4.7078 3.5699 0.00
C 1.8600 3.8369 0.6316 0.00
C 3.0635 2.3401 2.9052 0.00
Si -2.3762 3.3733 1.8376 0.00
C -3.9294 2.3847 1.4276 0.00
C -2.6440 4.5672 3.3000 0.00
C -1.9102 4.5003 0.3628 0.00
H -0.5053 -1.0887 5.7265 0.00
H 0.7524 0.0728 5.2324 0.00
H 0.2825 -1.1834 4.1239 0.00
H -2.2866 1.1353 6.4679 0.00
H -3.2762 1.9256 5.3118 0.00
H -1.7463 2.6171 5.6921 0.00
H -3.5629 -1.0006 4.3894 0.00
H -2.5447 -1.5064 3.0965 0.00
H -3.5721 -0.1096 2.8708 0.00
H 0.6859 5.4492 3.0660 0.00
H 2.2223 5.2415 3.8506 0.00
H 0.7698 4.4058 4.4587 0.00
H 1.0323 4.3972 0.1945 0.00
H 2.0039 3.0064 -0.0262 0.00
H 2.7583 4.4556 0.5446 0.00
H 2.9759 1.8841 3.9367 0.00
H 3.8470 3.1033 2.8439 0.00
H 3.3519 1.5322 2.2534 0.00
H -4.3515 1.8897 2.3140 0.00
H -3.6292 1.6190 0.6915 0.00
H -4.6710 2.9941 0.9440 0.00
H -3.1270 4.1065 4.1482 0.00
H -3.2404 5.3923 2.8984 0.00
H -1.6516 4.9039 3.5792 0.00
H -1.3704 3.9847 -0.4333 0.00
H -1.2816 5.3541 0.6738 0.00
H -2.8243 4.8706 -0.0796 0.00
O -7.5266 2.3348 -2.9053 0.00
S -7.2535 3.5317 -3.6858 0.00
O -7.5153 4.7794 -2.9878 0.00
O -7.7171 3.4937 -5.0509 0.00
C -5.4448 3.6674 -3.9245 0.00
N -5.0349 4.7023 -4.6823 0.00
C -3.7332 4.9113 -4.8345 0.00
C -2.8048 4.0231 -4.2875 0.00
C -3.3208 2.9860 -3.5034 0.00
N -4.6262 2.8381 -3.3057 0.00
C -2.3618 2.0376 -2.8191 0.01
C -1.0351 2.4285 -2.6055 0.00
C -0.1505 1.5406 -2.0225 0.10
N -0.4712 0.2788 -1.6829 -0.04
C -1.7763 -0.0477 -1.7718 0.11
C -2.7472 0.7818 -2.3296 0.00
H -3.5082 5.7630 -5.4649 0.00
H -1.7400 4.2024 -4.4398 0.00
H -0.6419 3.4135 -2.9220 0.00
H 0.8654 1.8058 -1.8621 -0.03
H -2.0006 -1.0521 -1.4149 0.01
H -3.7802 0.4371 -2.3581 0.00
F 2.1560 -0.4610 2.6002 0.00
B 2.1656 -1.1376 1.4144 -0.11
F 2.2263 -0.1847 0.3248 0.05
F 3.2667 -1.9869 1.2805 0.00
F 0.9486 -1.7946 1.2002 0.00